[1]
123
Properties=species:S:1:pos:R:3:forces:R:3:mulliken_spin:R:1 method="wB97M-V/def2-TZVPD" homo_lumo_gap_ha="0.071 / 0.128" e_homo_ev="7.4 / 5.8" spin_multiplicity=5 total_charge=-6 s2=6.02
Cr 2.79463 33.68720 -22.62451 0.041 -0.066 -0.716 2.927
S 4.57707 35.32641 -23.84993 0.024 2.775 1.342 -0.005
O 3.12907 35.59260 -23.53037 -0.991 -0.412 0.235 0.005
O 4.83730 35.58193 -25.25675 0.268 -0.556 -0.972 -0.003
O 5.42837 36.20414 -23.02348 -0.009 -0.553 -0.424 0.001
O 4.68082 33.90565 -23.42154 0.291 -1.177 0.185 -0.012
S 2.28640 34.95837 -19.50160 -1.157 1.347 1.146 0.007
O 3.43909 35.60549 -18.87633 1.015 0.149 0.598 0.003
O 1.23086 35.95843 -19.70980 -0.586 0.363 -0.245 0.003
O 2.70249 34.40631 -20.79941 0.746 -0.815 -1.866 0.025
O 1.76817 33.87597 -18.64851 0.064 -0.724 0.407 0.002
S 0.72435 32.75559 -24.17707 -1.036 -0.137 0.227 -0.002
O -0.16209 33.53469 -25.06318 0.518 -0.548 0.153 0.000
O 2.16498 32.93525 -24.45332 1.783 -0.038 -1.496 -0.006
O 0.74789 33.28330 -22.79544 -0.575 1.205 2.200 0.000
O 0.34454 31.33743 -24.11811 -0.303 -0.048 -0.854 -0.003
S 4.35882 30.83447 -21.84031 -1.350 0.856 0.879 0.025
O 3.39215 31.96637 -21.93938 -0.907 0.258 -0.341 0.037
O 5.17376 31.12258 -20.65828 0.786 -0.672 0.008 -0.002
O 3.55995 29.60929 -21.69710 0.075 -0.850 0.180 -0.001
O 5.15102 30.76547 -23.07139 0.647 -0.067 -0.705 0.003
C 8.38631 30.18055 -17.38170 -0.378 -1.328 1.036 0.110
C 7.85303 29.22575 -18.48498 -0.040 1.652 0.402 -0.134
C 8.14777 27.73976 -18.27736 -0.370 -0.441 1.254 -0.269
O 7.63306 26.81598 -19.21832 0.266 0.268 -0.875 -4.775
C 8.32769 25.57606 -19.15495 0.088 -0.025 0.330 6.550
N 6.42100 29.54687 -18.56423 0.547 -2.084 -1.069 0.020
H 8.38636 31.21432 -17.72050 0.617 -0.087 -0.211 0.013
H 9.26935 29.80244 -16.85059 0.664 0.453 -0.682 -0.017
H 7.69808 30.21532 -16.52773 -0.510 -0.200 -0.345 -0.022
H 8.39383 29.50590 -19.40042 -0.027 0.027 -0.203 0.004
H 7.71442 27.41239 -17.31989 0.098 0.318 0.306 0.216
H 9.22962 27.56274 -18.22930 0.148 0.374 0.073 0.054
H 9.38227 25.70704 -19.40951 -0.030 -0.055 -0.277 -0.114
H 7.84666 24.87264 -19.82879 0.094 0.117 -0.218 -0.014
H 8.35042 25.10505 -18.16688 -0.368 0.292 0.244 -0.707
H 6.23760 29.14908 -19.48665 -1.186 0.247 0.164 -0.037
H 6.17817 30.52350 -18.70526 0.406 0.143 -0.092 0.004
C 5.28595 33.18000 -17.81009 0.838 0.373 -0.503 -0.001
C 4.71691 32.75018 -16.47839 -1.433 -0.752 -1.217 0.000
C 5.52650 33.14788 -15.26846 0.190 0.401 -1.198 0.001
O 6.66937 32.30211 -15.10488 0.050 -0.028 0.721 -0.007
C 7.37688 32.67881 -13.95560 -0.046 -0.280 -0.281 0.000
N 3.29995 33.16942 -16.33528 0.287 1.122 0.758 0.000
H 6.27009 32.73019 -17.99345 -0.007 -0.106 0.032 -0.001
H 5.40985 34.26166 -17.91822 -0.169 0.083 0.295 0.000
H 4.64703 32.91924 -18.65482 -0.064 -0.260 0.127 0.001
H 4.60353 31.66024 -16.52830 0.574 -0.135 0.318 -0.002
H 4.81270 33.17272 -14.43502 0.464 -0.217 0.483 0.000
H 5.97592 34.13176 -15.46151 -0.521 0.388 0.248 0.000
H 6.66896 32.67219 -13.11896 0.314 -0.050 0.425 0.000
H 7.86050 33.66615 -13.99138 -0.364 0.327 -0.326 -0.001
H 8.21998 31.99906 -13.81096 -0.276 -0.369 0.108 0.003
H 3.29136 34.18448 -16.19727 0.161 0.026 0.198 0.000
H 2.83542 33.22236 -17.25864 -0.052 -0.555 -0.277 0.000
C -0.35483 28.16460 -22.86056 -0.691 -1.083 0.203 -0.001
C -0.83198 28.98460 -21.62599 2.308 -0.012 -2.113 0.000
C -0.81073 28.14893 -20.34102 -1.257 1.004 0.786 0.001
O -1.88885 27.19548 -20.38119 -0.205 0.130 0.031 -0.001
C -2.09472 26.56385 -19.15898 -0.102 -0.347 -0.305 -0.001
N 0.09808 30.11917 -21.53863 -0.589 -0.530 0.766 0.000
H -0.28057 28.73717 -23.78426 0.211 0.556 0.358 0.000
H -1.05235 27.35012 -23.12444 0.036 -0.267 0.277 0.000
H 0.61801 27.72911 -22.62190 0.074 0.013 -0.217 0.000
H -1.78717 29.39190 -21.96472 -0.498 -0.186 1.064 0.000
H -0.98576 28.82514 -19.49114 -0.339 0.292 -0.177 0.000
H 0.09090 27.65301 -19.96738 0.519 -0.118 -1.116 -0.001
H -3.03837 26.01546 -19.24722 0.077 -0.215 0.031 -0.001
H -2.20905 27.23281 -18.29638 0.203 0.303 -0.112 0.000
H -1.27328 25.86395 -18.95628 -0.017 -0.080 0.248 0.002
H -0.02467 30.68902 -22.38231 0.211 0.101 0.246 0.001
H 1.04135 29.74230 -21.63153 0.257 0.407 0.223 -0.001
C 4.35589 32.54309 -26.65433 0.034 -0.596 0.172 0.000
C 5.72851 31.85320 -26.48593 -0.032 0.173 -0.785 0.000
C 6.76993 32.67951 -25.72516 -0.419 0.895 -0.836 -0.001
O 8.14248 32.30941 -26.05380 -0.404 -0.660 0.505 0.000
C 8.96940 32.88280 -25.09076 2.188 0.367 -0.583 -0.001
N 5.58290 30.52235 -25.90618 0.597 0.033 0.224 0.000
H 3.80128 32.15811 -27.51892 0.344 -0.392 -0.195 0.000
H 4.41698 33.61786 -26.82511 0.062 0.054 0.632 0.000
H 3.71798 32.25683 -25.81638 0.093 0.738 0.176 0.002
H 6.08324 31.71434 -27.51895 0.494 0.037 0.019 0.000
H 6.62699 32.61437 -24.64500 -0.219 0.007 0.005 0.002
H 6.67398 33.71984 -26.05719 -0.152 0.135 0.408 -0.001
H 9.03602 33.97269 -25.21599 -0.882 0.208 0.661 0.000
H 10.03408 32.67267 -25.30344 -0.089 -0.694 -0.514 0.001
H 8.90138 32.52593 -24.06096 -0.975 0.250 0.069 0.000
H 5.41285 30.68859 -24.90395 -0.703 -0.311 -0.075 0.000
H 6.54432 30.18674 -25.86899 -0.045 -0.387 -0.203 0.001
C 9.52489 29.15706 -23.58579 1.328 -0.385 0.102 -0.001
C 8.03133 29.11453 -23.40732 -0.734 1.620 0.842 -0.044
C 7.41024 27.81140 -22.95599 0.862 -0.174 -0.306 -0.152
O 7.65252 26.88984 -24.01245 0.114 -0.855 -0.654 -0.145
C 7.57731 25.51772 -23.73137 -0.276 0.055 0.231 0.362
N 7.72162 30.19657 -22.42568 -0.344 -0.229 -0.773 0.001
H 10.04138 28.77996 -22.69303 -0.097 0.183 0.172 0.018
H 9.77155 30.21112 -23.70791 0.088 0.032 0.154 0.003
H 10.02613 28.64337 -24.41627 -0.640 -0.316 -0.233 0.002
H 7.60920 29.49085 -24.33935 -0.333 -0.441 -0.084 0.002
H 6.34308 27.86877 -22.72577 -0.008 0.295 -0.111 -0.004
H 7.95948 27.51868 -22.05374 -0.112 -0.266 0.208 0.071
H 7.54459 24.95317 -24.66619 0.050 0.224 -0.227 -0.046
H 6.66686 25.23934 -23.18931 -0.068 0.135 0.166 -0.084
H 8.43055 25.13930 -23.16168 0.133 0.169 0.260 0.051
H 6.75865 30.51865 -22.68746 0.506 0.139 0.420 0.000
H 7.58686 29.83521 -21.48826 0.110 -0.172 0.109 -0.006
C 4.15983 24.79099 -19.24998 1.046 -0.099 -0.313 0.185
C 3.76509 25.77693 -20.34359 -0.418 -0.051 -0.798 -0.160
C 2.30940 25.53521 -20.71225 -0.944 1.362 1.301 0.091
O 2.16688 24.41454 -21.55444 -0.313 -0.059 0.105 -0.005
C 0.82977 24.10126 -21.82127 0.074 -1.157 -0.392 0.025
N 4.00125 27.14786 -19.93153 0.188 -0.550 0.254 0.006
H 5.24049 24.77502 -19.08702 0.121 0.231 -0.095 -0.101
H 3.92905 23.76753 -19.55356 -0.391 0.003 0.178 -0.010
H 3.74463 25.06491 -18.27831 -0.395 -0.031 -0.152 0.054
H 4.26301 25.55706 -21.30075 0.489 -0.341 0.189 -0.013
H 1.80693 26.44234 -21.07033 0.520 0.005 -0.929 0.000
H 1.71866 25.42883 -19.78301 0.138 -0.694 0.177 -0.011
H 0.82979 23.07556 -22.21091 0.130 0.000 -0.247 0.008
H 0.36120 24.72099 -22.58935 0.016 0.418 0.235 0.001
H 0.18642 24.00774 -20.93853 0.102 0.611 0.258 -0.003
H 4.97199 27.16055 -19.63687 0.003 0.357 0.406 0.022
H 3.94781 27.82199 -20.70078 -0.347 0.227 -0.016 0.003



[2]
103
Properties=species:S:1:pos:R:3:forces:R:3:lowdin_charge:R:1 method="wB97M-V/def2-TZVPD" smiles=COCCNCCOC.COCCNCCOC.OCCO.CCO.CCO.CCO.CCO.CCO homo_lumo_gap_ha=0.353 de_lowest_kcal_mol=21.9 e_homo_ev=-9.0 spin_multiplicity=1
C -2.42467 -0.92425 -3.01315 1.552 0.443 -2.766 -0.101
O -1.15470 -1.14495 -2.41156 -1.236 1.002 2.430 -0.187
C -1.05592 -0.37391 -1.17172 0.667 -1.017 0.302 -0.184
C -2.10438 -0.67375 -0.08473 -0.085 -2.369 0.110 -0.200
N -1.55251 -0.27378 1.20324 -0.056 -1.104 0.278 -0.064
C -2.51845 -0.54873 2.26388 -0.533 2.021 1.068 -0.171
C -2.54794 -1.99494 2.66538 8.356 1.115 -7.875 -0.424
O -3.30885 -2.29948 3.54284 -10.341 -1.334 8.741 -0.099
C -3.63298 -3.62222 3.76954 -2.559 0.688 -1.022 -0.050
H -2.35649 0.11212 -3.38532 -0.665 -0.295 -0.070 0.068
H -3.38164 -1.06906 -2.54721 -0.014 -0.341 1.247 0.081
H -2.38367 -1.60687 -3.88245 -0.350 0.423 0.212 0.099
H -1.08662 0.71484 -1.22876 0.169 0.150 -1.149 0.104
H -0.02266 -0.64876 -0.82085 -1.188 0.312 0.067 0.100
H -2.33204 -1.77864 -0.02304 0.711 0.858 -0.285 0.126
H -3.13178 -0.29463 -0.17360 0.264 0.707 -0.713 0.118
H -1.35614 0.69849 1.16460 0.257 0.969 0.160 0.107
H -3.49841 -0.20247 1.91424 -0.441 -0.459 -0.017 0.119
H -2.39022 0.11749 3.16206 0.513 -0.639 -0.711 0.137
H -1.59299 -2.31653 3.11296 1.536 0.376 -1.479 0.133
H -2.69326 -2.53038 1.68738 0.144 -0.273 0.497 0.132
H -4.06777 -4.12253 2.91401 -0.250 0.232 -0.936 0.096
H -4.40369 -3.71861 4.51419 0.106 0.307 0.665 0.100
H -2.81400 -4.17993 3.95683 3.065 -1.822 1.239 0.059
C -6.50799 7.10732 -6.02359 0.041 1.764 2.040 -0.123
O -5.12544 6.83705 -5.96544 0.184 -1.065 -0.536 -0.175
C -4.76442 5.49010 -5.68594 0.091 0.926 2.871 -0.214
C -3.39444 5.45408 -5.02393 0.611 -1.133 -1.647 -0.199
N -2.99342 4.08357 -4.66008 -1.277 1.041 -0.355 -0.070
C -1.67061 3.98645 -4.10396 -1.119 2.393 0.800 -0.214
C -1.60742 2.73220 -3.33291 -4.721 -1.590 -4.825 -0.415
O -0.85338 2.69212 -2.33409 6.499 -0.789 5.837 -0.152
C 0.53737 2.61517 -2.65369 -0.987 -0.798 -0.811 -0.029
H -6.92728 7.32668 -5.01086 0.346 -0.830 -0.085 0.092
H -7.21176 6.44380 -6.49467 0.305 -0.563 -0.716 0.082
H -6.53467 8.12162 -6.38361 -0.325 0.192 -1.053 0.078
H -4.69188 4.86323 -6.52435 -0.586 -0.813 -1.520 0.104
H -5.41741 5.10529 -4.88754 -0.374 -0.298 -0.607 0.132
H -3.38868 6.04874 -4.16343 0.040 1.005 1.317 0.103
H -2.68074 5.83334 -5.75108 0.319 0.601 -0.087 0.120
H -3.17320 3.49914 -5.44501 0.208 -0.712 -0.605 0.102
H -1.70316 4.80014 -3.35230 0.423 -0.250 -0.014 0.139
H -0.84290 4.26440 -4.74673 0.328 -0.404 -0.571 0.122
H -1.46417 1.88145 -4.04632 0.053 0.063 0.121 0.132
H -2.56625 2.57945 -2.85419 -1.043 0.075 -0.776 0.137
H 0.82535 3.57451 -2.97443 0.710 1.184 -0.908 0.081
H 0.78538 1.81247 -3.40451 -0.524 0.766 0.551 0.114
H 1.05387 2.43163 -1.76714 0.812 -0.491 1.399 0.043
C 0.46274 1.22133 4.75395 -0.058 1.261 0.944 -0.071
C 0.40395 -0.19869 4.52135 2.032 -3.499 -1.074 -0.353
O 0.28618 -0.97864 5.72705 -0.429 0.437 0.176 -0.070
H 1.26557 1.38003 5.47939 -0.171 0.217 0.117 0.090
H -0.49392 1.45319 5.22944 0.099 0.964 -0.261 0.091
H 0.75974 1.79262 3.85929 -0.687 -0.172 0.268 0.086
H 1.40358 -0.53478 4.16857 -0.417 0.459 -0.634 0.098
H -0.31476 -0.60051 3.79807 -0.145 0.608 0.004 0.089
H 0.56002 -1.84305 5.41262 -0.260 -0.301 0.499 0.064
C 1.66626 1.56327 0.71432 -0.935 1.357 -1.055 -0.087
C 1.78260 0.21985 1.26105 -0.097 -0.551 1.019 -0.351
O 3.07139 0.16248 1.88694 -1.244 1.582 -0.438 -0.046
H 0.75697 1.58984 0.08293 0.076 0.470 0.615 0.062
H 2.47317 1.74394 0.01281 0.379 0.230 0.033 0.075
H 1.67802 2.32973 1.51442 -0.127 -0.268 -0.605 0.095
H 1.54630 -0.55199 0.51502 0.924 0.052 0.110 0.083
H 0.99286 0.04606 1.98499 -0.074 0.036 0.462 0.075
H 3.26875 -0.73824 1.83620 1.032 -2.616 -0.067 -0.011
C 0.04430 -4.62302 0.16937 -0.573 -2.244 -2.280 -0.078
C 0.51998 -3.25041 0.01076 -0.344 1.821 0.580 -0.341
O 0.26724 -2.64344 1.26164 -0.545 1.336 1.162 -0.112
H -1.03085 -4.56356 0.43143 0.766 -0.411 0.574 0.085
H 0.72695 -5.22242 0.77675 -0.622 0.211 0.631 0.081
H 0.03343 -5.20611 -0.79993 0.136 0.747 0.603 0.092
H 0.01700 -2.67686 -0.74744 -0.624 -0.208 -0.662 0.090
H 1.54769 -3.07573 -0.18447 1.254 -0.696 -0.270 0.068
H -0.16493 -1.75420 1.20224 0.358 -0.853 -0.116 0.038
C 3.06446 -0.98325 -1.62237 1.196 2.417 2.274 -0.073
C 2.28256 -0.56690 -2.75763 -0.538 -0.739 -0.639 -0.338
O 2.58273 -1.55026 -3.70986 -1.188 -0.733 -2.126 -0.055
H 2.57755 -1.77003 -1.18551 -0.797 -2.333 1.054 0.025
H 3.14111 -0.23625 -0.80577 0.055 -0.134 -0.637 0.087
H 4.05630 -1.23110 -1.90990 0.877 -0.359 -0.310 0.091
H 2.57742 0.35255 -3.14310 0.473 2.063 -0.586 0.090
H 1.22656 -0.56322 -2.55228 -0.578 0.169 0.148 0.089
H 1.88607 -1.48667 -4.39975 0.824 -0.305 0.486 0.105
C 5.49507 -2.23772 0.70777 1.637 1.135 0.317 -0.087
C 4.39068 -3.17267 0.69680 -1.861 0.152 1.781 -0.275
O 3.34149 -2.67297 1.53801 -1.617 0.490 -0.998 -0.096
H 6.10345 -2.40633 1.56948 0.664 -0.041 0.521 0.061
H 5.21008 -1.17659 0.76917 -0.323 -0.425 -0.272 0.094
H 6.07332 -2.37730 -0.17823 0.752 0.012 -0.651 0.075
H 4.57340 -4.17795 1.03427 0.696 -0.503 -0.159 0.123
H 3.96255 -3.18342 -0.26692 -0.699 -0.375 -1.099 0.083
H 3.44599 -2.67315 2.48245 1.089 -0.800 0.222 0.041
C 4.03741 -1.42040 4.36637 2.636 1.404 -0.428 -0.268
C 3.62163 -1.85641 5.66466 2.438 -1.967 2.135 -0.251
O 3.18649 -3.17660 5.50303 0.430 -1.141 1.487 -0.014
O 5.08755 -2.21594 3.88547 0.321 2.021 -2.768 -0.014
H 4.27190 -0.33879 4.27829 0.095 -0.577 0.128 0.154
H 3.23626 -1.60068 3.72939 -1.882 0.174 -1.133 0.059
H 2.91833 -1.20596 6.02931 -2.055 1.439 1.328 0.087
H 4.43374 -2.02922 6.43477 -0.501 1.034 -0.883 0.162
H 2.43621 -3.11816 4.96621 -1.930 -0.442 -1.390 0.051
H 5.37846 -2.86775 4.45813 0.447 -1.830 2.050 0.061